Entry 1:
The following is a DFT calculation (ωB97M-V/def2-TZVPD) of C41H36BrIN8SY as an isolated structure at a distorted geometry.

Positions of all 89 atoms, in Å:
C 1.9760 3.0503 0.2389
C 3.1039 2.6236 -0.4621
C 1.1981 -4.6574 -0.8401
H -4.3911 -2.3849 -1.7459
C -2.4809 4.3025 2.1351
N -0.4894 -3.1501 -1.6939
H 1.4918 -1.3458 -2.9065
C -0.0921 0.0886 -2.5450
C 5.6537 5.4275 0.0217
H -3.9329 5.6214 -2.6921
C 2.6034 -3.9104 0.9388
C 0.6943 -0.7567 -3.3508
C 0.0976 -0.7286 3.0847
C 3.2659 5.0581 0.7974
N 2.7470 0.1788 -0.5714
H -0.3432 2.0034 4.8017
C -1.6302 -2.4798 -1.3533
H -2.3952 2.7439 3.6043
C -0.8616 4.0711 0.3538
C 3.9424 1.1057 -2.2118
H -3.6820 -0.8923 -2.3858
H -2.3194 5.6260 0.4546
C -1.9138 4.7441 0.9398
H 4.6364 -0.7842 -3.1010
Y 0.2408 0.1901 -0.2559
S -2.0116 -1.7687 0.1460
H 0.2863 -0.6240 5.3058
C 4.2701 3.3857 -0.5177
C -1.2921 0.6709 -4.6219
N -2.4143 -2.5584 -2.4362
C -4.3376 3.0026 -0.5845
C 4.0819 -0.2524 -2.3466
C -6.0509 4.6532 -0.2307
C -1.7960 -3.2868 -3.4444
H -3.9901 5.8387 2.1340
H 4.3430 1.9166 -2.7980
N 0.8180 2.2709 0.3528
C 0.0908 -0.1500 4.3576
C 2.1215 4.2907 0.8866
H -4.4850 4.3457 2.9345
H 0.2063 -4.1855 -3.4719
H 3.2992 6.0106 1.3158
H 5.4463 6.4978 0.0555
C 0.5184 -0.8911 -4.7275
H -1.7161 1.5040 -2.7222
C -0.2244 1.1699 4.1277
C 4.3776 4.6252 0.0812
C 3.3204 -0.7778 -1.3052
H 3.1515 -1.8136 -1.0714
C -0.4875 -0.1822 -5.3700
H -5.9587 6.3899 -1.4743
N 0.9636 -2.4343 -0.0020
H 3.3901 -4.0642 1.6634
H -3.3652 5.4447 3.7374
C -5.4707 3.4317 0.0926
H 0.2550 -1.7602 2.8091
Br -6.2812 2.4173 1.4647
H 2.2522 -1.8792 1.5155
C 1.9525 -2.6973 0.8692
H 2.7124 -5.8719 0.0621
C -1.0769 0.8050 -3.2522
N -0.1761 0.1693 2.1404
C -0.6003 -3.6670 -2.9851
C -0.8653 2.5059 2.1265
C -0.2880 2.9392 0.9360
I -3.4291 1.1807 -0.1763
C 0.5944 -3.4117 -0.8182
C -4.3679 5.0107 -1.9105
C -5.4984 5.4411 -1.2280
C 2.2250 -4.9054 0.0507
H -6.9364 4.9758 0.3004
H -4.1566 -2.1935 -3.5013
H 1.3032 4.6602 1.4881
H 6.3067 5.1947 0.8657
H 5.1342 2.9786 -1.0305
C -3.7512 -1.9680 -2.5192
H -2.9052 3.4551 -2.1151
H -0.4382 4.4263 -0.5794
H 0.8467 -5.4197 -1.5205
C -3.7902 3.7933 -1.5891
C -3.6443 5.0229 2.7687
C -1.9506 3.1568 2.7037
H 6.2128 5.2240 -0.8925
N 3.1637 1.3497 -1.1436
H -0.6365 -0.2837 -6.4394
H -2.2526 -3.4313 -4.4080
H -2.0761 1.2417 -5.1088
N -0.3822 1.3330 2.8015
H 1.1668 -1.5482 -5.2994

Net charge = +1
E_tot = -145041.510 eV

=====

Entry 2:
The following is a DFT calculation (ωB97M-V/def2-TZVPD) of a 5-piece molecular cluster, C24H29F12IO11 overall at a distorted geometry.

Positions of all 77 atoms, in Å:
H 2.4343 0.2974 10.2243
O -0.5082 -6.8198 -4.5839
O 2.7158 0.4089 1.4740
C 2.1392 0.0065 9.2174
H 0.0153 5.9256 0.3647
I 1.3909 -1.5811 -2.5461
H -3.1114 0.4046 -4.6273
C 3.8070 1.1600 1.5981
C 0.9102 1.0448 7.5051
C -2.1981 -5.2168 -5.2370
C -1.2966 -0.1618 -1.8285
O -0.1452 -2.2098 0.5538
F 3.7387 1.3881 -0.7699
C -1.9912 -7.7495 -2.5560
H -0.5113 0.5521 -3.7232
H -0.1300 -6.8492 -1.9239
O 4.1687 1.7084 2.5975
C -2.3157 -0.0578 -0.7258
F -2.7633 -4.2571 -4.4790
F -2.6380 3.7571 -3.0106
H 1.3151 -0.7008 9.3127
C 3.3192 -0.6039 8.4906
H 4.1222 0.1271 8.3848
C -1.6240 4.5820 -3.2991
C -0.7264 -1.4505 -0.0804
H -1.0216 -1.8385 -4.1521
O -2.1070 5.8197 -1.2780
C -1.0494 -7.2381 -1.4858
H -2.8917 -8.1527 -2.0953
O 0.5527 -0.0064 7.0603
H 1.1227 7.2928 0.5482
H -0.6405 7.8141 -1.1731
H -1.5111 -6.4215 -0.9288
H 1.5847 2.3501 3.0490
O -1.8924 -0.8597 0.3270
F 5.4933 2.1469 0.2310
F -0.0448 2.3037 5.7283
H 0.3477 1.2784 3.7157
C -1.6904 -1.2658 -6.1460
H 0.9678 7.7785 -1.8746
C -1.9496 -1.4975 -4.6279
H 0.3991 1.6228 1.9774
F -0.5572 3.8111 -3.5678
O 1.6973 1.2101 8.5644
F -1.9445 5.2053 -4.4444
C 1.9121 0.2484 2.6582
H -1.7607 1.6063 -2.9298
C -1.4446 0.5705 -3.1481
O -3.2681 0.5716 -0.7246
C 0.7689 6.5281 -0.1430
C -1.3493 5.5824 -2.1710
F -3.1578 -5.7001 -6.0444
O -0.1672 6.1638 -2.3606
H -1.5395 -8.5508 -3.1409
C 0.2060 7.1647 -1.3965
F -0.4373 2.9893 7.7392
H 1.3127 -0.6473 2.5010
H -0.7900 -8.0372 -0.7916
C -1.5789 -6.3284 -4.3818
H -3.2381 -0.6096 -3.1834
H 3.6977 -1.4688 9.0353
F -1.2915 -4.6240 -6.0170
H -2.6657 -2.3278 -4.5210
H 3.0403 -0.9233 7.4862
H 2.5448 0.0658 3.5272
C -2.5365 -0.2339 -3.9470
F 5.2012 0.0186 0.0485
O -2.4239 -6.6799 -3.4161
H -1.7400 -2.2009 -6.7144
C 0.4850 2.4096 6.9514
H -0.6843 -0.8407 -6.2730
H 1.5986 5.8643 -0.3914
C 1.0063 1.4434 2.8670
H -2.4470 -0.5698 -6.5323
C -0.3204 -0.9900 -1.4777
F 1.5179 3.2629 6.8652
C 4.5670 1.1850 0.2669

SMILES = CCCCC1=C(I)C(=O)OC1=O.CCOC(=O)C(F)(F)F.CCOC(=O)C(F)(F)F.CCOC(=O)C(F)(F)F.CCOC(=O)C(F)(F)F
E_tot = -88592.314 eV